19
Properties=species:S:1:pos:R:3:lowdin_charge:R:1 method="wB97M-V/def2-TZVPD" fmax_ev_per_a=3.04 total_energy_ha=-365.15903 smiles="[H]/N=C(/CC)C(=C)OC" de_lowest_kcal_mol=45.5 orbital_gap_ev=10.1
H -0.04 2.76 -0.90 0.068
N 0.80 2.22 -0.68 0.173
C 0.59 1.07 -0.25 -0.345
C 1.79 0.20 0.21 -0.184
C 2.09 -0.87 -0.83 -0.103
C -0.68 0.45 0.21 -0.341
C -1.44 1.11 1.09 0.079
O -0.95 -0.74 -0.37 -0.097
C -2.11 -1.42 0.03 -0.083
H 1.60 -0.26 1.18 0.111
H 2.64 0.88 0.31 0.106
H 2.27 -0.42 -1.79 0.075
H 1.24 -1.55 -0.91 0.061
H 2.97 -1.44 -0.54 0.071
H -1.10 2.04 1.51 0.066
H -2.44 0.80 1.36 0.051
H -2.13 -2.35 -0.55 0.095
H -2.10 -1.66 1.10 0.103
H -3.01 -0.83 -0.19 0.094

=====

69
Properties=species:S:1:pos:R:3:lowdin_charge:R:1 method="wB97M-V/def2-TZVPD" fmax_ev_per_a=1.35 total_energy_ha=-3227.37980 de_lowest_kcal_mol=57.0 orbital_gap_ev=4.9 total_charge=-2
Sn 0.42 -0.25 0.79 1.191
O -2.01 -1.91 -3.01 0.019
C -1.67 -1.33 -1.79 -0.407
O -0.69 -0.42 -2.02 -0.091
C -2.25 -1.77 -0.66 -0.235
C -3.30 -2.80 -0.71 -0.044
C -3.95 -3.17 0.41 -0.132
C -3.66 -2.51 1.66 -0.094
C -2.64 -1.57 1.66 -0.269
N -1.91 -1.23 0.60 -0.013
C -2.30 -0.81 2.93 -0.464
O -3.06 -1.07 4.02 0.091
O -1.44 0.02 3.02 0.038
H -1.31 -1.60 -3.60 0.098
H -3.52 -3.25 -1.67 0.091
H -4.69 -3.95 0.38 0.081
H -4.23 -2.79 2.53 0.065
H -3.69 -1.75 3.78 0.060
F 3.34 0.71 7.21 0.093
C 2.88 1.01 5.99 -0.166
C 3.19 0.23 4.91 -0.152
F 3.99 -0.84 5.09 0.104
C 2.72 0.55 3.65 -0.250
F 3.11 -0.23 2.65 0.065
C 1.91 1.67 3.40 -0.548
S 1.35 2.15 1.82 0.577
C 1.64 2.44 4.53 -0.253
F 0.90 3.55 4.42 0.064
C 2.10 2.13 5.79 -0.161
F 1.81 2.92 6.84 0.087
N 3.39 -4.67 -1.16 0.141
C 2.53 -4.05 -0.29 -0.530
N 1.71 -3.12 -0.80 0.176
N 2.54 -4.44 0.95 0.081
C 1.78 -3.73 1.80 -0.382
N 1.11 -3.08 2.49 0.114
H 3.15 -4.66 -2.13 0.090
H 3.81 -5.51 -0.81 0.085
H 2.00 -2.62 -1.63 0.069
H 1.25 -2.52 -0.13 -0.002
F 2.47 -1.05 -2.01 -0.085
C 2.72 -0.49 -0.71 -0.353
F 3.60 -1.44 -0.14 -0.050
C 3.63 0.69 -1.01 -0.594
F 4.62 0.43 -1.93 0.077
F 4.26 1.11 0.10 0.117
F 2.94 1.73 -1.53 0.097
C -1.06 2.96 -0.31 -0.094
C -1.44 1.86 -1.31 -0.480
C -2.87 1.42 -0.98 -0.039
C -0.39 0.72 -1.15 -0.317
C -1.33 2.37 -2.75 -0.151
C -0.35 3.30 -3.12 -0.033
C -0.22 3.75 -4.42 -0.100
C -1.06 3.27 -5.42 -0.128
C -2.00 2.30 -5.09 -0.102
C -2.13 1.86 -3.78 -0.029
H -1.32 2.64 0.70 0.063
H -1.61 3.88 -0.54 0.090
H 0.01 3.17 -0.31 0.035
H -2.90 1.06 0.05 0.081
H -3.22 0.60 -1.61 0.068
H -3.55 2.27 -1.09 0.089
H 0.52 1.09 -1.62 0.073
H 0.34 3.67 -2.36 0.109
H 0.53 4.49 -4.66 0.091
H -0.97 3.63 -6.44 0.084
H -2.65 1.90 -5.86 0.090
H -2.86 1.09 -3.56 0.104

=====

130
Properties=species:S:1:pos:R:3:lowdin_charge:R:1 method="wB97M-V/def2-TZVPD" fmax_ev_per_a=9.35 total_energy_ha=-42117.90482 orbital_gap_ev=9.5
N 2.09 -0.31 -0.59 0.155
C 2.15 0.56 -1.62 -0.718
O 2.74 0.32 -2.55 0.129
C 1.43 1.82 -1.51 -0.149
C -0.10 1.70 -1.46 -0.235
Si -0.88 0.09 -2.04 0.726
C -1.98 -0.56 -0.61 -0.389
O -3.29 -0.99 -1.02 -0.294
N -4.09 0.10 -1.40 -0.169
O -4.94 -0.21 -2.10 0.069
H 1.32 -0.04 -0.01 0.001
H 1.83 -1.17 -1.00 0.074
H 1.73 2.44 -2.27 0.099
H 1.74 2.28 -0.62 0.102
H -0.47 2.44 -2.08 0.054
H -0.44 1.95 -0.51 0.055
H 0.08 -0.99 -2.36 -0.003
H -1.80 0.31 -3.17 -0.050
H -2.10 0.20 0.08 0.049
H -1.53 -1.36 -0.15 -0.079
C 1.19 -2.09 2.83 -2.007
Cl 1.92 -0.84 3.83 0.505
Cl 0.23 -3.14 3.85 0.490
Cl 0.12 -1.38 1.61 0.617
Cl 2.46 -3.01 2.04 0.542
C 3.72 -2.64 7.27 -2.038
Cl 3.57 -2.99 5.56 0.485
Cl 4.93 -1.38 7.50 0.530
Cl 2.15 -2.10 7.87 0.504
Cl 4.20 -4.09 8.15 0.546
C -1.41 -5.16 7.33 -2.045
Cl -1.46 -5.67 5.64 0.515
Cl -0.25 -3.85 7.53 0.485
Cl -3.02 -4.61 7.80 0.498
Cl -0.92 -6.53 8.33 0.538
C -5.89 2.42 1.90 -2.018
Cl -6.77 3.72 1.11 0.498
Cl -7.01 1.40 2.80 0.484
Cl -5.07 1.44 0.68 0.574
Cl -4.69 3.11 3.00 0.538
C 3.88 2.70 4.54 -2.059
Cl 3.89 2.43 2.81 0.510
Cl 5.24 3.73 4.95 0.504
Cl 2.37 3.48 5.03 0.543
Cl 4.06 1.16 5.38 0.496
C 1.17 -0.26 -6.13 -2.025
Cl 1.07 -0.52 -7.87 0.488
Cl 2.01 1.25 -5.82 0.559
Cl -0.46 -0.17 -5.44 0.503
Cl 2.04 -1.59 -5.39 0.526
C 3.51 -2.09 -11.28 -2.057
Cl 3.41 -2.33 -13.03 0.536
Cl 4.33 -0.57 -10.95 0.538
Cl 1.89 -2.03 -10.60 0.476
Cl 4.40 -3.42 -10.55 0.509
C -6.16 4.51 -3.09 -2.070
Cl -5.48 2.99 -2.55 0.529
Cl -4.86 5.62 -3.54 0.529
Cl -7.18 4.23 -4.50 0.535
Cl -7.11 5.24 -1.81 0.506
C -2.32 -1.24 -9.78 -2.067
Cl -3.89 -1.25 -10.59 0.538
Cl -2.48 -0.57 -8.17 0.513
Cl -1.72 -2.90 -9.67 0.527
Cl -1.18 -0.28 -10.71 0.481
C 4.11 -7.25 4.70 -2.059
Cl 3.11 -7.51 6.13 0.532
Cl 3.63 -5.74 3.93 0.475
Cl 5.80 -7.16 5.19 0.505
Cl 3.88 -8.60 3.58 0.528
C 4.43 -4.87 -6.40 -2.049
Cl 6.12 -4.40 -6.55 0.524
Cl 3.50 -4.06 -7.66 0.495
Cl 4.29 -6.61 -6.58 0.520
Cl 3.83 -4.40 -4.81 0.519
C 3.90 6.57 -0.27 -2.080
Cl 3.96 6.35 -2.02 0.528
Cl 5.25 7.59 0.23 0.519
Cl 2.38 7.33 0.18 0.531
Cl 4.03 5.00 0.51 0.500
C -7.15 -3.33 6.70 -2.049
Cl -7.66 -4.82 5.92 0.506
Cl -6.44 -2.25 5.50 0.519
Cl -8.53 -2.55 7.45 0.541
Cl -5.94 -3.70 7.93 0.503
C -9.90 4.53 3.53 -2.059
Cl -10.14 3.02 2.66 0.519
Cl -9.98 5.87 2.39 0.519
Cl -11.17 4.72 4.74 0.529
Cl -8.33 4.50 4.33 0.484
C -8.66 -2.34 2.34 -2.058
Cl -9.21 -1.20 3.58 0.502
Cl -7.12 -1.80 1.69 0.509
Cl -8.46 -3.94 3.07 0.503
Cl -9.85 -2.43 1.06 0.543
C 8.01 7.26 4.90 -2.059
Cl 7.54 5.75 5.67 0.500
Cl 9.76 7.42 4.91 0.539
Cl 7.42 7.27 3.24 0.520
Cl 7.29 8.61 5.78 0.495
C 7.67 -9.09 -4.89 -2.076
Cl 9.32 -9.16 -4.29 0.526
Cl 6.57 -9.67 -3.64 0.526
Cl 7.26 -7.44 -5.30 0.493
Cl 7.51 -10.11 -6.32 0.527
C -2.79 -4.64 1.18 -2.017
Cl -3.74 -4.71 2.66 0.527
Cl -1.07 -4.76 1.59 0.506
Cl -3.25 -5.97 0.12 0.547
Cl -3.10 -3.11 0.37 0.664
C -0.28 1.94 -14.43 -2.079
Cl 0.73 1.45 -13.08 0.505
Cl -1.90 1.29 -14.21 0.523
Cl -0.36 3.70 -14.50 0.531
Cl 0.40 1.32 -15.93 0.530
C 7.81 -5.85 1.85 -2.063
Cl 9.29 -6.78 1.57 0.533
Cl 6.47 -6.95 2.11 0.491
Cl 8.02 -4.83 3.27 0.522
Cl 7.49 -4.84 0.45 0.532
C 4.35 10.66 7.86 -2.073
Cl 2.98 11.27 6.95 0.533
Cl 4.37 11.39 9.46 0.534
Cl 4.23 8.91 8.02 0.525
Cl 5.84 11.07 7.02 0.496
C -7.88 8.55 4.74 -2.064
Cl -8.70 9.89 3.95 0.532
Cl -9.07 7.57 5.61 0.510
Cl -7.06 7.58 3.53 0.501
Cl -6.70 9.17 5.89 0.532

=====

82
Properties=species:S:1:pos:R:3:lowdin_charge:R:1 method="wB97M-V/def2-TZVPD" fmax_ev_per_a=10.58 total_energy_ha=-2874.47441 smiles=CCN(CC)CC.CCN(CC)CC.CCN(CC)CC.ClCCCl.ClCCCl de_lowest_kcal_mol=55.1 orbital_gap_ev=8.7
C -1.46 -1.11 -2.98 -0.092
C -0.97 -0.63 -4.30 -0.303
N 0.45 -0.86 -4.53 -0.194
C 0.88 -1.65 -5.71 -0.273
C 0.30 -1.22 -6.93 -0.127
C 1.26 0.42 -4.36 -0.248
C 2.74 0.28 -4.23 -0.111
H -2.53 -0.81 -3.09 0.096
H -1.04 -0.54 -2.06 0.092
H -1.26 -2.08 -2.91 0.027
H -1.04 0.50 -4.60 0.138
H -1.68 -1.16 -4.99 0.124
H 0.53 -2.69 -5.87 0.111
H 1.94 -1.93 -5.55 0.121
H -0.56 -0.71 -7.14 0.060
H 0.01 -2.18 -7.29 0.073
H 1.01 -0.77 -7.55 0.067
H 0.77 0.72 -3.35 0.127
H 0.99 1.15 -5.28 0.150
H 3.08 1.29 -4.05 0.037
H 3.51 -0.19 -5.00 0.123
H 2.87 -0.36 -3.40 0.047
C -3.93 -2.21 2.05 -0.033
C -3.30 -3.20 3.02 -0.239
N -2.84 -2.54 4.19 -0.171
C -3.76 -1.98 5.11 -0.318
C -4.91 -2.66 5.37 -0.069
C -1.98 -3.45 5.00 -0.212
C -0.52 -3.42 4.45 -0.096
H -5.05 -2.18 2.42 0.134
H -4.11 -2.42 1.18 -0.045
H -3.39 -1.30 2.02 0.058
H -2.32 -3.68 2.74 0.107
H -4.08 -3.99 3.44 0.132
H -4.15 -1.31 4.62 0.029
H -3.23 -1.64 5.85 0.076
H -5.27 -3.51 4.82 0.107
H -5.56 -1.91 5.45 0.077
H -4.96 -2.79 6.28 0.014
H -2.31 -4.47 5.14 0.108
H -1.68 -3.10 6.01 0.124
H -0.07 -2.42 4.61 0.074
H -0.39 -3.88 3.43 0.072
H 0.23 -4.04 4.81 0.031
C 2.57 1.42 -0.72 -0.073
C 2.89 2.79 -0.29 -0.187
N 2.58 3.72 -1.43 -0.117
C 2.06 4.97 -1.16 -0.378
C 2.54 5.63 -0.04 -0.104
C 3.73 3.96 -2.28 -0.222
C 3.33 4.01 -3.74 -0.077
H 3.30 1.21 -1.28 0.002
H 1.74 1.03 -1.35 0.084
H 2.72 0.88 0.09 0.030
H 3.81 2.84 0.30 0.135
H 2.27 3.09 0.48 0.078
H 1.01 4.80 -0.91 0.137
H 1.92 5.54 -1.95 0.089
H 2.48 5.04 0.83 0.065
H 1.91 6.44 0.21 0.075
H 3.56 6.08 -0.34 0.123
H 4.29 3.20 -2.49 0.052
H 4.37 4.82 -2.03 0.124
H 2.65 4.71 -4.08 0.054
H 2.64 3.27 -3.81 0.018
H 3.98 3.81 -4.55 0.079
Cl -2.75 1.54 4.61 0.576
C -1.13 0.84 4.67 -0.683
C -0.53 1.32 5.94 -0.696
Cl -1.17 0.45 7.36 0.535
H -0.66 1.20 3.76 0.038
H -1.14 -0.21 4.38 0.038
H -0.40 2.37 6.18 0.064
H 0.59 1.15 6.11 0.090
Cl -0.44 -0.61 1.49 0.600
C -0.45 -2.00 0.39 -0.600
C 0.89 -1.95 -0.41 -0.721
Cl 2.20 -2.44 0.57 0.604
H -1.20 -1.83 -0.30 0.015
H -0.48 -2.89 0.94 0.039
H 1.19 -0.85 -0.91 0.109
H 0.94 -2.72 -1.04 -0.002

=====

22
Properties=species:S:1:pos:R:3:lowdin_charge:R:1 method="wB97M-V/def2-TZVPD" fmax_ev_per_a=3.93 total_energy_ha=-1001.36351 smiles="CS(=O)(=O)C1=[NH+]n2ccnc2CN1" de_lowest_kcal_mol=0.0 orbital_gap_ev=8.4 total_charge=+1
C -3.02 0.44 -1.46 -0.068
S -2.64 0.02 0.24 0.677
O -3.23 -1.21 0.52 -0.231
O -2.60 1.13 1.13 -0.252
C -0.79 -0.18 0.23 -0.244
N 0.02 0.83 -0.08 0.169
N 1.36 0.55 -0.02 -0.016
C 2.41 1.41 -0.38 -0.032
C 3.54 0.75 -0.03 -0.085
N 3.21 -0.53 0.42 0.139
C 1.94 -0.64 0.47 -0.300
C 1.03 -1.67 0.94 -0.056
N -0.28 -1.39 0.42 0.113
H -2.72 1.41 -1.44 0.026
H -2.22 -0.10 -2.02 0.102
H -4.01 0.04 -1.71 0.103
H -0.33 1.77 -0.07 0.183
H 2.25 2.48 -0.49 0.129
H 4.58 1.13 -0.18 0.135
H 1.36 -2.75 0.96 0.174
H 1.12 -1.36 2.03 0.169
H -0.99 -2.12 0.51 0.165

=====

87
Properties=species:S:1:pos:R:3:lowdin_charge:R:1 method="wB97M-V/def2-TZVPD" fmax_ev_per_a=0.83 total_energy_ha=-42772.42915 smiles="CC[C@@H]1[C@H](B(O)O)OC(=O)[C@@H]1S.BrCCBr.BrCCBr.BrCCBr.BrCCBr.BrCCBr.BrCCBr.BrCCBr.BrCCBr" orbital_gap_ev=8.8
C -0.31 3.03 -2.87 -0.107
C -1.72 2.66 -2.36 -0.200
C -2.51 1.64 -3.19 -0.248
C -3.88 1.33 -2.57 -0.141
B -4.98 2.47 -2.29 -0.599
O -4.66 3.81 -2.18 0.131
O -6.30 2.11 -2.27 0.180
O -3.52 0.56 -1.39 0.028
C -2.56 -0.32 -1.80 -0.515
O -2.28 -1.30 -1.17 0.063
C -1.99 0.17 -3.12 -0.512
S -0.24 -0.23 -3.27 0.767
H -0.20 2.81 -3.94 0.067
H 0.48 2.50 -2.35 0.051
H -0.14 4.10 -2.74 0.070
H -1.67 2.31 -1.32 0.076
H -2.31 3.57 -2.35 0.101
H -2.63 1.95 -4.23 0.138
H -4.37 0.61 -3.24 0.151
H -4.68 4.16 -1.29 0.120
H -6.46 1.25 -1.87 0.115
H -2.49 -0.41 -3.90 0.122
H 0.00 -0.20 -1.96 -0.180
Br -0.45 0.81 0.90 0.687
C -1.55 -0.59 1.67 -0.692
C -1.25 -0.79 3.13 -0.680
Br 0.45 -1.71 3.35 0.617
H -1.37 -1.48 1.09 -0.019
H -2.58 -0.27 1.52 0.039
H -2.00 -1.43 3.59 0.029
H -1.17 0.15 3.68 0.043
Br -1.12 -7.92 3.95 0.605
C -0.41 -6.61 2.71 -0.701
C -0.51 -5.20 3.24 -0.720
Br -2.33 -4.53 3.17 0.624
H -0.96 -6.73 1.78 0.051
H 0.63 -6.87 2.55 0.058
H 0.08 -4.52 2.63 -0.015
H -0.19 -5.13 4.28 0.051
Br 0.40 -3.16 -0.27 0.697
C 2.22 -3.51 -0.87 -0.658
C 3.14 -2.34 -0.61 -0.697
Br 2.83 -0.88 -1.85 0.640
H 2.15 -3.74 -1.92 0.054
H 2.56 -4.38 -0.32 0.058
H 4.17 -2.63 -0.75 -0.026
H 3.01 -1.93 0.39 0.044
Br -6.74 1.23 4.55 0.622
C -4.80 1.10 4.51 -0.710
C -4.17 2.33 3.92 -0.687
Br -4.37 2.38 1.98 0.644
H -4.56 0.20 3.96 0.042
H -4.49 0.98 5.55 0.060
H -3.10 2.33 4.10 0.054
H -4.61 3.25 4.30 0.050
Br 4.23 1.56 -4.47 0.593
C 5.86 0.53 -4.24 -0.702
C 6.68 1.01 -3.07 -0.707
Br 7.60 2.68 -3.45 0.604
H 6.41 0.59 -5.17 0.049
H 5.54 -0.50 -4.06 0.047
H 7.45 0.29 -2.82 0.057
H 6.06 1.19 -2.19 0.039
Br 6.06 -0.45 1.23 0.622
C 6.30 -2.23 1.97 -0.705
C 7.37 -3.00 1.24 -0.671
Br 6.77 -3.58 -0.52 0.643
H 5.33 -2.72 1.90 0.026
H 6.57 -2.10 3.01 0.023
H 7.62 -3.91 1.79 0.062
H 8.27 -2.42 1.08 0.052
Br -5.49 8.01 -5.35 0.606
C -6.47 6.34 -5.58 -0.698
C -5.84 5.21 -4.81 -0.695
Br -4.21 4.57 -5.66 0.644
H -6.50 6.14 -6.64 0.048
H -7.47 6.53 -5.21 0.058
H -6.51 4.35 -4.77 0.064
H -5.56 5.49 -3.80 0.038
Br 3.47 -2.97 4.66 0.593
C 3.65 -1.67 6.09 -0.676
C 4.79 -0.72 5.86 -0.686
Br 6.51 -1.56 6.18 0.616
H 3.76 -2.24 7.01 0.052
H 2.70 -1.13 6.11 0.055
H 4.73 0.12 6.54 0.061
H 4.81 -0.36 4.83 0.046

=====

15
Properties=species:S:1:pos:R:3:lowdin_charge:R:1 method="wB97M-V/def2-TZVPD" fmax_ev_per_a=3.05 total_energy_ha=-664.73898 de_lowest_kcal_mol=121.6 orbital_gap_ev="7.3 / 7.3"
C -0.99 -0.83 2.52 -0.764
C 0.29 0.18 -0.70 -0.248
C -0.55 0.09 -1.95 -0.004
C 1.75 0.69 -0.82 -0.005
N -0.72 0.16 1.57 -0.090
N -0.19 -0.02 0.47 0.089
S -2.68 -0.37 2.58 0.440
H -0.72 -1.83 2.17 0.069
H -0.54 -0.56 3.52 0.077
H 0.09 0.69 -2.48 0.041
H -1.58 0.44 -2.03 0.098
H -0.64 -0.88 -2.38 0.079
H 1.87 1.60 -1.32 0.066
H 2.36 -0.01 -1.33 0.062
H 2.24 0.65 0.17 0.090

=====

18
Properties=species:S:1:pos:R:3:lowdin_charge:R:1 method="wB97M-V/def2-TZVPD" fmax_ev_per_a=9.30 total_energy_ha=-1995.73932 orbital_gap_ev=8.2 total_charge=+1
N 3.12 -1.25 0.05 -0.174
P 2.64 0.21 -0.85 0.723
O 3.07 1.54 0.13 -0.315
S 0.52 0.03 -1.11 0.689
S -0.60 0.94 0.44 0.603
O -0.88 2.36 0.00 -0.304
O 0.10 0.95 1.77 -0.272
C -2.31 0.15 0.62 -0.356
F -3.33 1.07 0.30 0.107
F -2.58 -0.23 1.95 0.113
C -2.53 -1.12 -0.32 -0.382
F -2.54 -0.78 -1.69 0.094
F -1.64 -2.18 -0.05 0.100
F -3.82 -1.65 -0.07 0.130
H 4.09 -1.15 0.37 0.064
H 2.50 -1.39 0.86 0.051
H 4.00 1.74 -0.14 0.082
H 0.19 0.76 -2.27 0.048